DFT (ωB97M-V/def2-TZVPD) results for one molecule with the formula C3HNO2 at a distorted geometry.

```
! wB97M-V def2-TZVPD RIJCOSX def2/J DEFGRID3
* xyz 0 1
N -0.75657 -1.29661 -2.07621
C -0.23029 -0.91052 -1.12150
C 0.34133 -0.46021 0.15919
O 1.10263 -1.13105 0.80636
C -0.07454 0.93384 0.63479
O -0.15187 1.85802 -0.12770
H -0.23070 1.00653 1.72507
*
```

The calculation puts the orbital gap at 9.4 eV. The electronic energy is -320.0966 Eh. The largest force on an atom is 0.0221 Eh/bohr. For the HOMO energy, the calculation gives -11.12 eV. The calculation puts the relative energy (zero: lowest compared OMol25 entry of this formula, charge and spin) at 0.073 eV.